No. 1
Here is one molecule with the formula C2H8OSi2 at a distorted geometry from the OMol25 dataset. Energies are from ωB97M-V with the def2-TZVPD basis set.

Results
SMILES = CC(=O)[SiH2][SiH3]
HOMO-LUMO gap = 9.24 eV
Energy relative to the best compared isomer or geometry (same formula, charge and spin) = 294.04 kJ/mol

Structure (ORCA input):
```
! RIJCOSX wB97M-V def2-TZVPD def2/J DEFGRID3
* xyz 0 1
C -0.662 -0.736 -0.488
C -0.424 -1.304 -1.818
O -1.065 -1.598 0.610
Si 1.181 0.935 1.785
Si -0.513 1.007 0.202
H -1.381 -1.623 -2.238
H 0.205 -2.191 -1.759
H 0.024 -0.559 -2.472
H 1.062 2.068 2.707
H 1.202 -0.292 2.576
H 2.488 1.063 1.130
H -1.847 1.326 0.707
H -0.269 1.904 -0.942
*
```

***

No. 2
Here is C52H62BN9ORuS3Si as an isolated structure from the OMol25 dataset. Energies are from ωB97M-V with the def2-TZVPD basis set.

Results
HOMO-LUMO gap (alpha / beta) = 6.90 / 7.11 eV
Energy relative to the best compared isomer or geometry (same formula, charge and spin) = 0.00 kJ/mol
<S²> = 8.77

Structure (ORCA input):
```
! RIJCOSX wB97M-V def2-TZVPD def2/J DEFGRID3
* xyz 1 6
Ru 1.118 0.207 0.109
C -0.873 1.137 -4.211
C 0.359 0.432 -4.763
C 0.154 -1.081 -4.755
C 0.576 0.939 -6.192
N 1.620 0.717 -3.988
C 2.843 0.371 -4.531
C 3.798 0.778 -3.677
N 3.182 1.364 -2.597
B 4.085 2.018 -1.507
N 4.749 1.028 -0.510
C 5.848 1.478 0.183
C 6.171 0.552 1.106
N 5.268 -0.486 0.982
C 4.405 -0.170 -0.011
S 3.086 -1.126 -0.597
C 5.249 -1.698 1.869
C 5.429 -2.957 1.025
C 3.947 -1.699 2.668
C 6.414 -1.602 2.850
N 3.380 3.168 -0.754
C 3.290 4.411 -1.340
C 2.572 5.206 -0.525
N 2.216 4.455 0.580
C 2.711 3.202 0.415
S 2.507 1.866 1.492
C 1.386 4.975 1.717
C 1.118 6.461 1.493
C 0.051 4.236 1.732
C 2.158 4.821 3.027
C 1.849 1.294 -2.782
S 0.668 1.839 -1.627
H -1.672 0.981 -4.936
H -0.717 2.210 -4.107
H -1.208 0.741 -3.258
H -0.779 -1.322 -5.265
H 0.098 -1.456 -3.734
H 0.965 -1.598 -5.269
H -0.343 0.780 -6.756
H 1.368 0.413 -6.720
H 0.799 2.006 -6.198
H 2.932 -0.120 -5.480
H 4.869 0.717 -3.745
H 4.994 2.519 -2.117
H 6.303 2.426 -0.040
H 6.964 0.546 1.826
H 4.622 -3.089 0.312
H 5.445 -3.823 1.688
H 6.377 -2.924 0.487
H 3.080 -1.851 2.030
H 3.822 -0.756 3.203
H 3.980 -2.504 3.403
H 7.379 -1.586 2.342
H 6.388 -2.490 3.480
H 6.329 -0.734 3.504
H 3.762 4.621 -2.283
H 2.308 6.239 -0.631
H 0.540 6.644 0.587
H 2.037 7.047 1.464
H 0.525 6.818 2.334
H -0.512 4.441 0.821
H -0.541 4.575 2.584
H 0.186 3.162 1.821
H 3.102 5.367 2.981
H 2.365 3.782 3.264
H 1.559 5.246 3.834
C -9.142 -4.935 -2.681
C -8.174 -3.792 -2.587
C -7.298 -3.674 -1.515
C -6.422 -2.602 -1.412
C -6.386 -1.639 -2.412
N -5.502 -0.530 -2.333
C -4.148 -0.546 -2.141
O -3.516 0.481 -1.966
N -3.572 -1.801 -2.211
C -2.240 -2.121 -1.956
C -1.803 -3.421 -2.206
C -0.487 -3.756 -1.955
C 0.367 -2.793 -1.443
N -0.047 -1.552 -1.200
C -1.310 -1.215 -1.451
C -7.254 -1.745 -3.494
C -8.142 -2.803 -3.569
H -8.945 -5.683 -1.915
H -9.083 -5.423 -3.655
H -10.169 -4.588 -2.552
H -7.313 -4.420 -0.730
H -5.782 -2.504 -0.543
H -5.876 0.402 -2.411
H -4.171 -2.566 -2.478
H -2.492 -4.158 -2.601
H -0.125 -4.756 -2.146
H 1.399 -3.023 -1.213
H -1.601 -0.195 -1.258
H -7.227 -0.995 -4.275
H -8.818 -2.866 -4.413
C 2.103 0.160 6.294
C 1.674 1.309 5.641
C 0.970 1.207 4.452
C 0.676 -0.038 3.887
C 1.113 -1.181 4.563
C 1.819 -1.085 5.755
Si -0.258 -0.192 2.267
C -1.662 1.063 2.244
C -2.185 1.555 1.047
C -3.251 2.441 1.022
C -3.814 2.869 2.215
C -3.312 2.400 3.422
C -2.251 1.507 3.433
C -0.964 -1.935 2.159
C -0.206 -3.023 1.728
C -0.733 -4.306 1.700
C -2.043 -4.524 2.100
C -2.818 -3.456 2.533
C -2.281 -2.177 2.562
H 2.648 0.237 7.226
H 1.887 2.283 6.062
H 0.642 2.112 3.954
H 0.891 -2.162 4.159
H 2.141 -1.984 6.265
H -1.759 1.251 0.096
H -3.635 2.785 0.071
H -4.644 3.565 2.207
H -3.752 2.726 4.355
H -1.875 1.151 4.386
H 0.822 -2.872 1.410
H -0.122 -5.136 1.368
H -2.459 -5.524 2.082
H -3.839 -3.621 2.852
H -2.900 -1.353 2.898
*
```

***

No. 3
Here is C34H36AuN4OS as an isolated structure from the OMol25 dataset. Energies are from ωB97M-V with the def2-TZVPD basis set.

Results
HOMO-LUMO gap = 7.08 eV

Structure (ORCA input):
```
! RIJCOSX wB97M-V def2-TZVPD def2/J DEFGRID3
* xyz 1 1
Au -1.227 -0.811 0.788
C -1.937 -2.398 -2.815
C -1.655 -3.231 -1.568
C -0.202 -3.114 -1.128
N 0.096 -2.076 -0.137
C 1.308 -2.119 0.444
C 2.343 -2.904 -0.097
C 3.648 -3.135 0.311
C 4.350 -2.646 1.395
C 3.852 -1.766 2.340
C 2.600 -1.193 2.448
C 1.446 -1.303 1.656
N 0.322 -0.672 2.011
C 0.261 0.570 2.784
C -0.815 0.564 3.863
C -2.136 -0.118 3.499
N -2.505 0.016 2.095
C -3.792 -0.128 1.716
C -4.837 -0.347 2.610
C -6.215 -0.255 2.412
C -6.912 0.204 1.319
C -6.354 0.613 0.109
C -5.066 0.487 -0.358
C -3.941 -0.105 0.267
N -2.879 -0.533 -0.403
C -2.815 -0.230 -1.838
C -1.703 -0.906 -2.613
H -2.964 -2.559 -3.152
H -1.291 -2.760 -3.618
H -1.845 -4.281 -1.795
H -2.328 -2.971 -0.749
H 0.409 -2.950 -2.025
H 0.118 -4.070 -0.701
H 2.096 -3.409 -1.017
H 4.200 -3.803 -0.342
H 5.373 -2.977 1.517
H 4.539 -1.490 3.132
H 2.476 -0.582 3.330
H 0.073 1.374 2.067
H 1.218 0.790 3.248
H -1.004 1.607 4.125
H -0.440 0.074 4.763
H -2.911 0.339 4.113
H -2.096 -1.180 3.768
H -4.545 -0.624 3.612
H -6.812 -0.526 3.275
H -7.986 0.285 1.416
H -7.047 1.058 -0.598
H -4.908 0.850 -1.362
H -2.731 0.856 -1.953
H -3.763 -0.537 -2.290
H -0.735 -0.715 -2.141
H -1.669 -0.411 -3.586
O 0.296 1.298 -0.491
S 1.439 0.954 -1.397
C 2.928 1.115 -0.415
C 4.007 0.290 -0.682
C 5.163 0.425 0.075
C 5.217 1.364 1.095
C 4.119 2.175 1.362
C 2.966 2.057 0.603
C 1.690 2.382 -2.450
C 2.577 2.295 -3.513
C 2.763 3.403 -4.324
C 2.055 4.572 -4.073
C 1.159 4.637 -3.016
C 0.969 3.534 -2.193
H 3.942 -0.459 -1.463
H 6.015 -0.211 -0.125
H 6.118 1.467 1.685
H 4.169 2.909 2.156
H 2.100 2.680 0.786
H 3.118 1.375 -3.707
H 3.454 3.353 -5.154
H 2.200 5.434 -4.710
H 0.605 5.548 -2.830
H 0.273 3.553 -1.365
*
```

***

No. 4
Here is a 2-piece molecular cluster, C5H10O overall from the OMol25 dataset. Energies are from ωB97M-V with the def2-TZVPD basis set.

Results
SMILES = C[C@H]1CC1=O.C
HOMO-LUMO gap = 9.99 eV
Energy relative to the best compared isomer or geometry (same formula, charge and spin) = 194.86 kJ/mol

Structure (ORCA input):
```
! RIJCOSX wB97M-V def2-TZVPD def2/J DEFGRID3
* xyz 0 1
C -1.045 -1.616 0.339
C -1.266 -0.444 -0.595
C -1.110 1.015 -0.053
C -0.241 0.473 -1.108
C 2.264 0.389 0.779
O 0.589 0.698 -1.948
H -1.987 -1.862 0.841
H -0.708 -2.505 -0.204
H -0.304 -1.391 1.114
H -2.074 -0.590 -1.312
H -1.836 1.782 -0.310
H -0.716 1.089 0.960
H 3.214 0.821 1.093
H 2.324 -0.702 0.797
H 1.474 0.724 1.458
H 2.043 0.721 -0.234
*
```